A structure of composition C21H13Cl3GeN3O8Ti in a non-equilibrium geometry, computed with ωB97M-V with the def2-TZVPD basis set.

```
50
Properties=species:S:1:pos:R:3:forces:R:3:mulliken_charge:R:1
Ti -0.1121 0.0870 -0.0187 -2.06 -1.15 -0.15 -0.284
O 3.7780 0.8906 1.1273 0.27 -0.26 -0.21 -0.518
C 2.6649 0.5345 0.5185 -0.49 1.03 1.07 0.708
O 1.5712 0.9743 0.8765 1.38 -0.02 0.00 -0.295
C 2.7295 -0.3284 -0.6365 0.41 -0.93 -1.32 0.406
C 3.8777 -0.7874 -1.2714 -0.27 0.51 0.89 -0.977
C 3.7261 -1.4927 -2.4695 -0.34 -0.27 -0.52 -0.566
C 2.4777 -1.6577 -3.0165 0.29 0.06 0.25 -1.322
C 1.3521 -1.1325 -2.3336 -0.32 0.03 -0.10 0.776
N 1.4931 -0.5410 -1.1069 1.65 -0.21 -0.69 0.368
C 0.0266 -1.0401 -2.7908 0.10 0.01 -0.01 0.558
O -0.4140 -1.4262 -3.9848 -0.06 -0.11 0.12 -0.479
O -0.8392 -0.5212 -1.9880 -0.26 0.64 -0.85 0.040
H 3.5477 1.4834 1.8568 -0.05 0.04 0.06 0.381
H 4.8441 -0.5877 -0.8336 0.02 0.00 -0.05 0.532
H 4.5959 -1.8814 -2.9812 -0.01 -0.01 0.00 0.448
H 2.3550 -2.1780 -3.9570 0.03 0.00 -0.02 0.329
H 0.3170 -1.6748 -4.5602 0.05 0.01 -0.04 0.276
O -0.2896 -1.3108 3.7932 -0.04 0.10 0.00 -0.740
C -0.3241 -0.6336 2.7860 -0.05 0.02 0.22 0.298
O 0.0738 -0.9611 1.6020 0.23 -0.57 1.51 -0.307
C -0.8916 0.7816 2.7870 0.04 -0.11 -0.10 0.385
C -1.4444 1.5006 3.8327 0.02 0.02 -0.01 -0.880
C -1.9398 2.7696 3.5544 0.01 -0.03 0.04 -0.221
C -1.8800 3.2879 2.2647 0.03 0.04 -0.11 -0.720
C -1.2993 2.5034 1.2871 0.04 -0.22 0.06 0.625
N -0.8353 1.2951 1.5722 -0.09 0.75 0.68 0.600
C -1.2287 2.7188 -0.2028 -0.35 0.53 -0.21 -0.021
O -1.9364 3.5133 -0.7938 0.20 -0.01 0.27 -0.658
O -0.4470 1.8524 -0.7851 -0.31 1.35 -0.55 -0.190
H -1.4851 1.0703 4.8231 0.00 -0.03 -0.01 0.567
H -2.3901 3.3555 4.3451 0.01 0.00 0.00 0.455
H -2.2830 4.2593 2.0163 0.00 -0.01 -0.02 0.539
Cl -3.5594 0.1049 -3.8018 0.15 0.13 0.32 -0.379
Ge -2.1445 1.1396 -2.4490 0.64 -1.00 0.02 0.852
Cl -2.6805 0.0344 -0.1102 -0.70 0.06 -0.41 -0.344
Cl -0.6344 1.8774 -3.9177 -0.26 0.05 0.11 -0.380
N -0.7039 -2.4822 -0.2407 0.15 -0.37 -0.11 -0.124
C -1.2891 -3.2785 0.3399 0.06 0.06 -0.30 0.144
C -2.0529 -4.2394 1.0670 -0.21 -0.27 0.27 0.372
C -2.8849 -3.8078 2.1005 0.11 0.05 -0.08 -0.343
C -3.6394 -4.7350 2.7963 -0.05 -0.01 0.05 -0.617
C -3.5683 -6.0817 2.4689 0.02 0.00 -0.01 -0.366
C -2.7280 -6.5104 1.4506 0.00 -0.04 0.00 -0.558
C -1.9668 -5.5942 0.7470 0.03 0.09 -0.02 -0.390
H -2.9212 -2.7560 2.3499 -0.02 0.00 0.00 0.421
H -4.2844 -4.4060 3.6001 0.00 0.01 -0.01 0.387
H -4.1672 -6.8020 3.0109 0.01 0.01 0.01 0.380
H -2.6639 -7.5621 1.2049 -0.01 0.01 0.00 0.380
H -1.3036 -5.9161 -0.0445 -0.02 0.00 -0.02 0.450
```
Positions in Å, forces in eV/Å.

Summary:
HOMO energy (spin up / spin down) in hartree: -0.2443 / -0.3535
2S+1: 4
<S²>: 3.77